Record 1
DFT (ωB97M-V with the def2-TZVPD basis set) results for a molecular structure, C40H42Cl3N4O5PdS2Te.

Properties
Charge: +3
HOMO energy (alpha / beta), Ha: -0.5632 / -0.5814
Expectation value of S²: 6.033
Spin multiplicity: 5
LUMO energy (alpha / beta), eV: -7.5 / -10.5
HOMO-LUMO gap (alpha / beta), eV: 7.803 / 5.338

Atoms and positions in Å:
Pd (-0.670, 1.454, 1.033)
O (-1.522, -0.015, 2.358)
S (-2.006, 0.507, 3.743)
C (-2.267, -1.034, 4.674)
C (-3.762, -1.129, 4.980)
C (-4.483, -0.502, 3.791)
C (-3.776, 0.826, 3.559)
H (-1.620, -1.035, 5.548)
H (-1.937, -1.807, 3.978)
H (-3.995, -0.577, 5.892)
H (-4.044, -2.167, 5.147)
H (-5.543, -0.346, 3.987)
H (-4.399, -1.139, 2.907)
H (-4.023, 1.561, 4.329)
H (-3.908, 1.295, 2.584)
Cl (4.136, -3.364, -2.027)
C (2.574, -3.022, -2.676)
C (2.309, -1.776, -3.224)
C (1.045, -1.522, -3.728)
C (0.033, -2.481, -3.710)
C (-1.347, -2.196, -4.253)
C (-1.826, -0.757, -4.016)
N (-1.919, -0.487, -2.585)
C (-2.725, -1.153, -1.690)
C (-2.446, -0.639, -0.465)
N (-1.465, 0.319, -0.596)
C (-1.171, 0.379, -1.882)
O (-1.525, -2.557, -5.625)
C (-0.575, -2.097, -6.563)
C (-0.829, -2.862, -7.828)
C (-0.719, -4.285, -7.901)
Cl (-0.241, -5.279, -6.669)
S (-1.074, -4.917, -9.469)
C (-1.379, -3.348, -10.025)
C (-1.201, -2.351, -9.046)
C (0.346, -3.728, -3.164)
Cl (-0.838, -4.995, -3.108)
C (1.601, -4.007, -2.647)
H (3.087, -1.026, -3.272)
H (0.857, -0.549, -4.165)
H (-2.051, -2.852, -3.743)
H (-2.810, -0.637, -4.468)
H (-1.164, -0.011, -4.454)
H (-3.441, -1.894, -2.000)
H (-2.870, -0.877, 0.494)
H (-0.450, 1.040, -2.335)
H (0.449, -2.291, -6.223)
H (-0.671, -1.025, -6.764)
H (-1.676, -3.186, -11.053)
H (-1.359, -1.303, -9.256)
H (1.817, -4.981, -2.231)
C (-0.057, 6.043, 0.946)
C (-1.159, 6.073, 1.995)
C (-1.030, 4.983, 3.092)
C (-2.219, 5.086, 4.069)
C (-2.111, 4.155, 5.268)
C (0.264, 5.239, 3.856)
O (0.437, 6.225, 4.512)
N (1.277, 4.272, 3.767)
C (1.229, 3.127, 3.029)
O (2.185, 2.354, 2.976)
N (0.071, 2.865, 2.363)
C (-1.015, 3.649, 2.410)
O (-1.999, 3.190, 1.781)
H (-0.203, 6.846, 0.226)
H (-0.051, 5.104, 0.385)
H (0.930, 6.184, 1.391)
H (-2.139, 5.951, 1.532)
H (-1.156, 7.029, 2.519)
H (-3.127, 4.891, 3.497)
H (-2.262, 6.122, 4.405)
H (-1.984, 3.112, 4.961)
H (-3.007, 4.217, 5.883)
H (-1.265, 4.419, 5.904)
H (2.133, 4.470, 4.271)
Te (1.948, 0.075, 1.523)
C (1.928, -1.992, 1.438)
C (3.031, -2.741, 1.861)
C (2.960, -4.122, 1.815)
C (1.805, -4.747, 1.358)
C (0.705, -3.998, 0.949)
C (0.755, -2.616, 1.000)
C (4.007, 0.330, 1.303)
C (4.594, -0.400, 0.269)
C (5.961, -0.299, 0.072)
C (6.724, 0.504, 0.911)
C (6.126, 1.213, 1.944)
C (4.755, 1.139, 2.149)
H (3.926, -2.254, 2.224)
H (3.802, -4.716, 2.146)
H (1.756, -5.827, 1.335)
H (-0.192, -4.494, 0.606)
H (-0.108, -2.028, 0.703)
H (4.004, -1.051, -0.364)
H (6.431, -0.854, -0.729)
H (7.793, 0.573, 0.762)
H (6.729, 1.828, 2.599)
H (4.290, 1.699, 2.945)



Record 2
DFT (ωB97M-V with the def2-TZVPD basis set) results for a molecular structure, C26H22BrF5GdN6O3S2 at a distorted geometry.

Properties
Charge: -1
HOMO energy (alpha / beta), Ha: -0.1239 / -0.1251
Expectation value of S²: 16.114
Spin multiplicity: 8
LUMO energy (alpha / beta), eV: 2.4 / 1.0
HOMO-LUMO gap (alpha / beta), eV: 5.751 / 4.372

Atoms and positions in Å:
Gd (0.204, 0.715, 1.531)
C (2.938, -3.086, -1.635)
C (1.913, -0.903, -0.701)
N (1.300, -1.181, 0.478)
N (1.022, -2.486, 0.707)
C (0.490, -2.719, 1.883)
N (0.243, -4.052, 2.159)
S (0.023, -1.596, 3.114)
C (2.334, 0.396, -0.936)
C (3.133, 0.522, -2.192)
C (2.779, 1.792, -2.908)
C (2.538, 2.878, -2.078)
C (2.347, 2.688, -0.715)
N (2.097, 1.446, -0.139)
H (2.406, -3.721, -0.932)
H (3.919, -2.855, -1.213)
H (3.087, -3.624, -2.576)
H (0.252, -4.644, 1.341)
H (-0.508, -4.214, 2.809)
H (4.176, 0.664, -1.862)
H (2.855, 1.883, -3.982)
H (2.477, 3.885, -2.472)
H (2.231, 3.547, -0.066)
F (-3.705, 4.827, 1.967)
C (-3.568, 3.497, 1.734)
C (-2.352, 2.882, 1.968)
C (-2.190, 1.508, 1.736)
C (-3.308, 0.790, 1.268)
C (-4.500, 1.467, 1.036)
F (-5.583, 0.803, 0.540)
C (-4.668, 2.817, 1.252)
C (-3.224, -0.670, 1.027)
C (-4.243, -1.509, 1.489)
C (-4.157, -2.868, 1.272)
C (-3.052, -3.360, 0.595)
C (-2.078, -2.462, 0.196)
N (-2.141, -1.148, 0.401)
H (-1.539, 3.503, 2.327)
H (-5.609, 3.308, 1.052)
H (-5.079, -1.078, 2.019)
H (-4.933, -3.533, 1.630)
H (-2.930, -4.415, 0.389)
H (-1.182, -2.817, -0.295)
N (-0.632, 1.933, -0.687)
H (-0.081, 1.756, -1.520)
H (-0.426, 2.884, -0.396)
H (-1.622, 1.877, -0.893)
Br (0.890, -1.233, -6.510)
C (1.424, -1.315, -4.686)
C (0.475, -1.941, -3.767)
C (0.828, -2.151, -2.501)
C (2.172, -1.785, -1.917)
C (3.027, -0.874, -2.861)
C (2.594, -0.831, -4.296)
H (-0.502, -2.222, -4.134)
H (0.132, -2.615, -1.812)
H (4.033, -1.303, -2.862)
H (3.264, -0.380, -5.018)
F (1.548, 2.256, 5.623)
C (0.846, 2.709, 4.586)
F (-0.233, 1.927, 4.426)
F (0.426, 3.945, 4.872)
S (1.823, 2.671, 3.024)
O (2.079, 1.231, 2.891)
O (2.933, 3.549, 3.176)
O (0.788, 3.035, 2.042)



Record 3
DFT (ωB97M-V with the def2-TZVPD basis set) results for 2 unconnected molecules or ions with the total composition CH5NOS at a distorted geometry.

Properties
Charge: +1
HOMO energy (alpha / beta), Ha: -0.5839 / -0.5101
Expectation value of S²: 0.758
Spin multiplicity: 2
LUMO energy (alpha / beta), eV: -3.3 / -10.0
HOMO-LUMO gap (alpha / beta), eV: 12.599 / 3.916

Atoms and positions in Å:
S (2.388, 1.179, 1.798)
H (2.192, 2.510, 1.726)
H (1.399, 0.843, 2.635)
C (-0.623, -0.506, -0.506)
N (-1.441, -0.920, -1.500)
O (-0.711, -0.881, 0.662)
H (0.012, 0.315, -0.941)
H (-2.013, -1.749, -1.402)
H (-1.203, -0.790, -2.474)



Record 4
DFT (ωB97M-V with the def2-TZVPD basis set) results for a molecular structure, C14H33ClIN3OP3Sc at a distorted geometry.

Properties
Charge: +2
HOMO energy, Ha: -0.5210
LUMO energy, eV: -7.3
HOMO-LUMO gap, eV: 6.831

Atoms and positions in Å:
C (-3.643, 4.890, -3.374)
C (-2.692, 3.731, -3.520)
H (-3.868, 5.288, -4.372)
H (-3.194, 5.685, -2.776)
H (-4.576, 4.567, -2.909)
O (-2.232, 3.278, -4.534)
I (-2.060, 2.731, -1.577)
Sc (-0.200, 0.187, 0.522)
P (-2.156, -1.400, -0.190)
C (-2.161, -3.029, -1.008)
C (-3.068, -1.950, 1.318)
H (-3.988, -2.439, 0.967)
H (-4.407, -1.264, -1.012)
H (-3.299, -1.088, 1.958)
H (-3.678, 0.382, -0.813)
H (-1.470, -3.723, -0.514)
H (-2.463, -2.665, 1.896)
C (-3.507, -0.647, -1.152)
H (-3.184, -3.422, -0.940)
H (-3.219, -0.617, -2.208)
H (-1.867, -2.919, -2.055)
P (1.821, 1.814, 0.182)
C (3.497, 1.544, -0.481)
C (1.473, 3.377, -0.687)
H (1.511, 2.798, 2.408)
H (3.076, 3.267, 1.625)
H (2.881, 1.652, 2.395)
C (2.374, 2.447, 1.825)
H (0.468, 3.732, -0.426)
H (2.240, 4.107, -0.391)
H (4.080, 2.448, -0.265)
H (3.447, 1.375, -1.559)
H (1.503, 3.198, -1.767)
H (3.977, 0.679, -0.005)
Cl (-1.077, 1.042, 2.518)
C (1.492, -4.160, 3.507)
N (1.690, -4.287, 2.043)
C (3.112, -4.052, 1.754)
N (3.595, -2.745, 2.223)
C (3.345, -2.661, 3.682)
N (1.929, -2.859, 4.062)
C (1.083, -1.758, 3.591)
P (1.162, -1.637, 1.707)
C (0.805, -3.417, 1.266)
C (3.016, -1.627, 1.476)
H (2.092, -4.946, 3.985)
H (0.438, -4.312, 3.742)
H (3.271, -4.122, 0.675)
H (3.690, -4.830, 2.297)
H (3.680, -1.690, 4.050)
H (3.934, -3.458, 4.159)
H (0.040, -1.908, 3.891)
H (1.406, -0.804, 4.020)
H (0.927, -3.554, 0.176)
H (-0.250, -3.635, 1.485)
H (3.416, -0.668, 1.834)
H (3.250, -1.674, 0.398)



Record 5
DFT (ωB97M-V with the def2-TZVPD basis set) results for a molecular structure, C39H60AsBiF6N4OSbSi2 at a distorted geometry.

Properties
Charge: +2
HOMO energy (alpha / beta), Ha: -0.4432 / -0.4432
Expectation value of S²: 0.757
Spin multiplicity: 2
LUMO energy (alpha / beta), eV: -7.4 / -8.6
HOMO-LUMO gap (alpha / beta), eV: 4.624 / 3.449

Atoms and positions in Å:
Bi (0.305, -1.377, -0.177)
C (-4.449, 0.036, 3.436)
C (-3.736, 1.307, 3.782)
C (-4.002, 2.407, 2.988)
C (-3.528, 3.703, 3.316)
C (-3.907, 4.966, 2.583)
C (-2.639, 3.831, 4.428)
C (-2.268, 2.724, 5.172)
C (-1.326, 2.850, 6.333)
C (-2.815, 1.454, 4.813)
H (-3.962, -0.553, 2.638)
H (-5.376, 0.349, 2.917)
H (-4.770, -0.609, 4.281)
H (-4.770, 2.337, 2.225)
H (-4.424, 5.717, 3.196)
H (-4.628, 4.781, 1.776)
H (-2.959, 5.440, 2.278)
H (-2.268, 4.791, 4.696)
H (-0.610, 3.663, 6.287)
H (-0.796, 1.929, 6.621)
H (-1.987, 3.136, 7.157)
H (-2.422, 0.597, 5.358)
C (-5.522, 2.869, -2.969)
C (-3.955, 3.005, -3.114)
C (-3.564, 2.608, -4.609)
C (-3.617, 4.523, -2.953)
C (-3.203, 2.084, -2.179)
C (-3.726, 0.959, -1.554)
C (-2.925, 0.020, -0.867)
N (-1.608, 0.193, -0.724)
C (-1.045, 1.310, -1.355)
C (-1.807, 2.308, -1.988)
C (0.373, 1.586, -1.208)
C (1.036, 2.348, -2.183)
C (2.364, 2.796, -1.897)
C (2.895, 2.461, -0.616)
C (2.232, 1.552, 0.183)
N (1.086, 0.990, -0.185)
C (3.110, 3.595, -2.957)
C (2.487, 4.958, -3.226)
C (4.562, 3.803, -2.507)
C (3.192, 2.755, -4.278)
H (-5.901, 3.438, -3.800)
H (-5.925, 3.262, -2.034)
H (-5.804, 1.780, -3.045)
H (-4.135, 3.281, -5.299)
H (-3.799, 1.546, -4.745)
H (-2.523, 2.868, -4.769)
H (-4.116, 5.131, -3.705)
H (-2.514, 4.689, -3.061)
H (-3.970, 4.909, -1.931)
H (-4.779, 0.758, -1.550)
H (-3.462, -0.828, -0.456)
H (-1.330, 3.263, -2.166)
H (0.490, 2.761, -3.039)
H (3.809, 2.926, -0.304)
H (2.647, 1.330, 1.115)
H (2.522, 5.571, -2.254)
H (1.416, 4.868, -3.556)
H (2.953, 5.607, -4.009)
H (4.711, 4.599, -1.728)
H (5.169, 4.225, -3.351)
H (4.941, 2.868, -2.044)
H (2.252, 2.537, -4.732)
H (3.663, 1.755, -4.196)
H (3.790, 3.336, -5.014)
N (5.286, -4.449, -4.423)
C (4.018, -4.926, -4.172)
O (3.638, -6.034, -4.603)
C (3.081, -4.032, -3.416)
C (1.790, -4.496, -3.111)
C (0.840, -3.623, -2.618)
N (1.138, -2.334, -2.374)
C (2.339, -1.866, -2.797)
C (3.387, -2.668, -3.190)
H (5.861, -5.015, -5.028)
H (5.492, -3.511, -4.463)
H (1.550, -5.521, -3.246)
H (-0.143, -3.970, -2.468)
H (2.403, -0.787, -2.692)
H (4.406, -2.326, -3.197)
C (0.684, -4.927, 2.435)
Si (0.504, -3.513, 3.575)
C (-1.314, -3.316, 4.128)
C (1.473, -3.750, 5.220)
As (1.531, -1.708, 2.453)
Si (3.598, -2.784, 1.756)
C (4.814, -2.986, 3.229)
C (4.436, -1.652, 0.488)
C (3.243, -4.429, 0.935)
H (1.541, -5.533, 2.679)
H (0.714, -4.699, 1.371)
H (-0.225, -5.526, 2.661)
H (-1.527, -4.104, 4.863)
H (-1.981, -3.257, 3.253)
H (-1.415, -2.356, 4.676)
H (0.765, -3.953, 6.030)
H (1.956, -2.876, 5.635)
H (2.285, -4.592, 5.282)
H (4.622, -3.930, 3.765)
H (4.536, -2.230, 4.029)
H (5.891, -2.895, 2.969)
H (4.690, -0.727, 1.082)
H (3.826, -1.398, -0.385)
H (5.434, -2.069, 0.078)
H (3.037, -5.159, 1.751)
H (4.163, -4.825, 0.501)
H (2.408, -4.396, 0.198)
F (-1.449, -2.758, 0.894)
Sb (-2.913, -3.965, 0.287)
F (-2.554, -3.043, -1.404)
F (-4.130, -5.059, -0.678)
F (-4.277, -2.649, 0.647)
F (-3.090, -4.815, 2.096)
F (-1.496, -5.253, 0.057)



Record 6
DFT (ωB97M-V with the def2-TZVPD basis set) results for 2 unconnected molecules or ions with the total composition C7H13ClO3S at a distorted geometry.

Properties
HOMO energy, Ha: -0.3442
LUMO energy, eV: -0.9
HOMO-LUMO gap, eV: 8.466

Atoms and positions in Å:
C (1.726, 0.184, 0.530)
C (2.589, -0.164, -0.639)
C (0.637, -2.194, 0.544)
C (-0.971, 1.832, 0.919)
C (-0.722, 0.943, -1.517)
C (0.630, -0.742, 0.884)
C (-0.927, 0.674, -0.069)
O (1.744, 1.262, 1.076)
O (-2.661, -0.726, 1.429)
O (-1.949, -1.651, -0.733)
S (-2.182, -0.511, 0.100)
Cl (-3.717, 0.610, -0.743)
H (2.232, -1.072, -1.112)
H (2.819, 0.839, -1.203)
H (3.641, -0.386, -0.132)
H (-0.045, -2.490, -0.249)
H (0.435, -2.862, 1.404)
H (1.611, -2.419, 0.104)
H (-1.798, 1.619, 1.611)
H (-0.101, 1.820, 1.480)
H (-1.041, 2.719, 0.224)
H (-0.639, -0.006, -2.195)
H (0.157, 1.560, -1.679)
H (-1.584, 1.717, -1.827)
H (0.116, -0.554, 1.792)



Record 7
DFT (ωB97M-V with the def2-TZVPD basis set) results for C2H3N3OS2 in the gas phase at a distorted geometry.

Properties
HOMO energy, Ha: -0.3311
SMILES string: [H]/N=c1\oc(=S)[nH]n1S
LUMO energy, eV: -0.4
HOMO-LUMO gap, eV: 8.586

Atoms and positions in Å:
H (-0.929, 2.607, -0.557)
N (-1.329, 1.742, -0.211)
C (-0.425, 0.954, 0.109)
O (1.019, 1.135, -0.284)
C (1.640, -0.160, -0.140)
S (3.338, -0.404, -0.358)
N (0.697, -1.071, 0.307)
N (-0.524, -0.348, 0.505)
S (-1.771, -1.163, -0.576)
H (0.854, -1.842, 0.817)
H (-2.569, -1.450, 0.386)



Record 8
DFT (ωB97M-V with the def2-TZVPD basis set) results for a molecular structure, H14Na3O8 at a distorted geometry.

Properties
Charge: +1
HOMO energy, Ha: -0.4330
LUMO energy, eV: -5.5
HOMO-LUMO gap, eV: 6.299

Atoms and positions in Å:
Na (0.995, -0.141, 1.791)
Na (1.472, -1.914, 0.331)
Na (-0.630, -1.996, 1.309)
O (0.157, 1.309, 1.940)
H (-0.312, 0.716, 1.321)
O (0.347, -0.866, 0.348)
H (0.099, 0.072, 0.234)
O (-0.661, -2.375, -0.381)
H (-1.287, -2.358, -1.105)
H (-0.155, -1.568, -0.483)
O (-0.568, -0.564, -1.400)
H (0.007, -0.602, -0.636)
H (0.026, -0.471, -2.144)
O (-1.336, 1.801, 0.173)
H (-0.383, 1.835, 0.083)
H (-1.656, 1.663, -0.718)
O (-1.423, -0.295, 1.085)
H (-0.526, -0.447, 0.787)
H (-1.697, 0.499, 0.625)
O (2.112, -0.167, -0.370)
H (2.277, 0.399, 0.384)
H (1.170, -0.335, -0.342)
O (0.697, 1.962, -0.557)
H (0.871, 1.201, -1.112)
H (0.406, 2.641, -1.166)



Listing total energy for the structures above in their given order: -4716.60058; -6193.74486; -568.91599; -3334.96742; -5684.74212; -1358.49649; -1113.80069; -1096.00734 Ha.
Listing relative energy (zero: lowest compared OMol25 entry of this formula, charge and spin) for the structures above in their given order: 0.00; 65.87; 34.79; 0.00; 375.34; 317.37; 201.68; 544.57 kJ/mol.